#i
18
Properties=species:S:1:pos:R:3:nbo_charge:R:1 method="wB97M-V/def2-TZVPD" smiles=CCNCN.O lumo_ev=0.64 multiplicity=1 homo_energy_ev=-8.21
C -0.84257 0.74020 -1.95402 -0.625
C 0.42878 0.19533 -1.32927 -0.225
N 0.98021 1.13454 -0.32255 -0.666
C 0.24772 1.32722 0.89847 -0.062
N 0.11862 0.20819 1.81605 -0.863
H -0.75328 1.80060 -2.15097 0.218
H -1.69196 0.59257 -1.27199 0.197
H -1.14416 0.20763 -2.86106 0.208
H 0.26273 -0.75480 -0.82307 0.172
H 1.20342 0.07931 -2.07501 0.190
H 1.98565 1.11859 -0.33296 0.369
H -0.74378 1.70983 0.69488 0.177
H 0.74963 2.14790 1.41094 0.180
H 1.01720 -0.19412 2.02210 0.354
H -0.57638 -0.47312 1.56006 0.373
O -0.66262 -2.80626 0.89353 -0.936
H -0.06842 -3.54334 0.66934 0.471
H -1.25243 -2.81893 0.12724 0.468

#ii
18
Properties=species:S:1:pos:R:3:nbo_charge:R:1 method="wB97M-V/def2-TZVPD" smiles="C=C.NCO.N" lumo_ev=0.95 multiplicity=1 homo_energy_ev=-8.86
C -1.50069 -1.77174 -2.12617 -0.389
C -1.67428 -1.57089 -3.42573 -0.381
H -1.80776 -1.04460 -1.37574 0.194
H -1.32179 -2.78643 -1.79665 0.193
H -2.10300 -0.66012 -3.82407 0.192
H -1.31011 -2.31537 -4.12451 0.192
N 1.75609 2.61877 0.65989 -0.902
C 1.92894 1.18764 0.53551 0.114
O 2.72661 0.67364 1.56843 -0.709
H 2.50221 3.21115 0.97346 0.372
H 1.09428 3.03005 0.02368 0.377
H 0.91829 0.75507 0.48633 0.152
H 2.38812 0.92638 -0.42816 0.129
H 2.70004 1.34688 2.25899 0.467
N -1.41137 -0.76103 2.51995 -1.079
H -1.13866 -1.73336 2.51023 0.361
H -2.34141 -0.75078 2.12446 0.355
H -1.40551 -0.35526 3.44010 0.364

Which structure is most stable? #i, by 28.1 kcal/mol over the runner-up.

#i
9
Properties=species:S:1:pos:R:3:nbo_charge:R:1 method="wB97M-V/def2-TZVPD" lumo_ev="2.79 / 2.61" multiplicity=1 homo_energy_ev="-3.94 / -3.88" total_charge=-1
C 1.83617 -0.20116 0.00168 -0.759
O -1.33863 1.51039 0.30744 -0.916
O -2.83940 -0.32057 1.04547 -0.906
O -2.51025 0.12413 -1.36057 -0.908
S 0.63630 -1.54944 -0.01686 -0.434
S -2.00946 0.25174 -0.00203 2.329
H 2.13310 0.04046 -1.01849 0.186
H 2.70860 -0.52363 0.56903 0.189
H 1.38357 0.66808 0.47433 0.219

#ii
9
Properties=species:S:1:pos:R:3:nbo_charge:R:1 method="wB97M-V/def2-TZVPD" lumo_ev=3.66 multiplicity=1 homo_energy_ev=-4.04 total_charge=-1
C -1.38981 0.42108 -0.25795 -0.304
O 2.75571 0.61934 0.02131 -0.998
O 1.41728 -1.23928 0.84174 -0.916
O 0.35948 0.90137 0.14351 -0.894
S -1.85449 -1.15166 -0.22838 -0.386
S 1.49040 -0.03860 -0.32409 1.689
H -1.78272 1.04296 0.46922 0.164
H -1.50630 0.88430 -1.36904 0.171
H 0.51046 -1.43952 0.70367 0.474

Which structure is most stable? #i, by 5.3 kcal/mol over the runner-up.

#i
75
Properties=species:S:1:pos:R:3:mulliken_charge:R:1 method="wB97M-V/def2-TZVPD" lumo_ev=-0.12 multiplicity=1 homo_energy_ev=-6.23
O -0.80615 0.13636 -4.53480 -0.492
H -0.42460 0.85505 -5.07275 0.335
Zn -1.01115 0.23814 -2.41034 0.854
N -1.05355 1.99810 -1.27546 0.580
N 0.89449 0.92397 -2.55518 1.074
N -2.38353 -0.75606 -1.25084 0.538
N -0.45173 -1.68255 -2.51586 0.530
O -1.96754 2.24830 -0.39594 -0.933
O -3.06062 -0.19926 -0.22015 -0.585
O 0.70178 -2.07511 -3.09522 -0.636
O 1.84980 0.23937 -3.09118 -0.992
C 1.13392 2.17118 -2.11237 0.358
C 0.07781 2.72987 -1.31494 0.426
C -2.40891 -2.08295 -1.35099 0.488
C -1.27809 -2.62237 -2.07903 0.317
C 0.28005 3.95781 -0.49698 -1.845
H 1.01217 3.77666 0.30449 0.148
H -0.66963 4.26433 -0.04952 0.366
H 0.66670 4.76977 -1.12614 0.513
C 2.42592 2.86127 -2.36106 -1.589
H 2.90343 2.43383 -3.24941 0.384
H 3.10988 2.74043 -1.51016 0.074
H 2.25933 3.93426 -2.51800 0.447
C -3.39343 -2.93838 -0.63483 -1.517
C -1.03346 -4.08479 -2.21159 -1.513
H -4.18519 -2.31398 -0.20817 0.390
H -2.90858 -3.50373 0.17460 0.151
H -3.83621 -3.66598 -1.32799 0.479
H -0.23331 -4.25908 -2.93642 0.405
H -1.94710 -4.59153 -2.54708 0.375
H -0.74108 -4.52229 -1.24658 0.159
H -2.68574 0.74946 -0.19726 0.441
H 1.22243 -1.17812 -3.18490 0.475
C -2.21833 0.82084 -3.89638 -1.166
H -2.09130 1.80158 -3.40310 0.387
H -2.83823 0.04695 -3.41560 0.321
H -2.72366 1.03434 -4.83573 0.511
O -4.18049 3.96091 -1.36273 -0.705
H -5.04038 3.56670 -1.15082 0.284
H -3.52548 3.35118 -0.95399 0.413
O -0.30980 -0.01809 0.22639 0.552
P 0.56061 -0.26455 1.42706 0.625
C 2.14076 0.57155 1.19845 0.213
C 2.96746 0.15557 0.14654 0.041
C 4.14637 0.84616 -0.12579 -0.825
C 4.50505 1.95513 0.64697 -0.489
C 3.68174 2.36919 1.69601 -0.553
C 2.49958 1.68395 1.97591 -0.657
C -0.20009 0.33967 2.94669 0.022
C 0.11289 -0.23266 4.19116 -0.526
C -0.47090 0.27838 5.35247 -0.625
C -1.37086 1.34663 5.27628 -0.481
C -1.69509 1.90171 4.03386 -0.708
C -1.12121 1.39199 2.86809 -0.252
C 0.84900 -2.02965 1.63369 -0.093
C 2.12353 -2.57109 1.85409 -0.225
C 2.28273 -3.95761 1.91675 -0.699
C 1.18047 -4.80087 1.76331 -0.530
C -0.09642 -4.25906 1.56748 -0.783
C -0.26628 -2.87522 1.52454 -0.217
H 2.69493 -0.71544 -0.45222 0.294
H 4.78183 0.50610 -0.94532 0.370
H 5.43211 2.49073 0.43268 0.360
H 3.95684 3.23268 2.30378 0.402
H 1.85725 1.99335 2.80300 0.349
H 0.80569 -1.07407 4.24429 0.389
H -0.21776 -0.16311 6.31739 0.397
H -1.82257 1.74580 6.18608 0.366
H -2.39566 2.73419 3.96507 0.442
H -1.38809 1.80214 1.89141 0.510
H 2.98370 -1.91142 1.97686 0.414
H 3.27688 -4.37406 2.08549 0.409
H 1.30785 -5.88404 1.80034 0.393
H -0.96828 -4.90898 1.46579 0.430
H -1.26448 -2.43949 1.42584 0.430

#ii
75
Properties=species:S:1:pos:R:3:mulliken_charge:R:1 method="wB97M-V/def2-TZVPD" lumo_ev="-0.39 / -0.39" multiplicity=1 homo_energy_ev="-6.14 / -6.15"
O 3.29482 1.22461 -4.35817 -0.428
H 3.91842 1.45481 -5.06554 0.286
Zn 1.44833 -0.23095 -2.03083 -0.876
N -0.37384 -0.89309 -2.34331 1.530
N 0.67595 1.39784 -2.82082 1.416
N 1.96381 -1.58198 -0.70322 0.805
N 3.13032 0.54989 -1.40852 0.880
O -0.79563 -2.05906 -1.96505 -1.123
O 1.17482 -2.59058 -0.25751 -0.640
O 3.55848 1.81005 -1.66837 -0.525
O 1.29141 2.52317 -2.86219 -0.970
C -0.64309 1.30637 -3.11047 -0.008
C -1.24534 0.05371 -2.75402 0.475
C 3.07800 -1.33415 -0.02099 0.482
C 3.76745 -0.13655 -0.46022 0.309
C -2.71777 -0.15631 -2.66643 -1.724
H -3.10717 0.28796 -1.73628 0.093
H -2.94332 -1.22510 -2.67209 0.340
H -3.22254 0.32086 -3.51402 0.536
C -1.36438 2.50668 -3.60842 -1.350
H -0.73489 3.06021 -4.31651 0.389
H -1.61181 3.18117 -2.77542 -0.065
H -2.29834 2.22317 -4.10382 0.432
C 3.48122 -2.14034 1.16559 -1.613
C 5.01947 0.36696 0.17250 -1.621
H 2.98037 -3.11252 1.12966 0.388
H 3.20507 -1.61371 2.09387 0.124
H 4.57059 -2.27327 1.15987 0.496
H 5.33138 1.32672 -0.25296 0.380
H 5.82304 -0.36733 0.02620 0.338
H 4.87179 0.48407 1.25539 0.314
H 0.31740 -2.43668 -0.79031 0.462
H 2.77751 2.20861 -2.19658 0.547
C 2.87877 -0.12642 -4.53022 -0.398
H 1.78427 -0.13945 -4.57304 0.060
H 3.25944 -0.71873 -3.68739 0.042
H 3.25314 -0.57694 -5.46293 0.522
O 1.29594 -2.78805 -3.71602 -0.566
H 1.94491 -3.48450 -3.51599 0.288
H 0.57699 -2.87511 -3.03299 0.296
O -0.27438 -0.35084 0.25218 0.539
P -1.11925 0.02758 1.44254 0.141
C -2.24995 1.36755 1.03035 0.530
C -1.76673 2.39695 0.20774 -0.367
C -2.62625 3.40140 -0.23401 -0.663
C -3.96833 3.39628 0.16106 -0.649
C -4.44745 2.38585 0.99758 -0.622
C -3.59520 1.36629 1.42714 -0.554
C -2.07680 -1.38412 2.03300 0.260
C -2.51354 -1.45454 3.36297 -0.293
C -3.14719 -2.60885 3.82555 -0.703
C -3.36732 -3.68774 2.95782 -0.466
C -2.94754 -3.60630 1.62860 -0.740
C -2.29678 -2.46465 1.16824 -0.370
C -0.11959 0.48907 2.87621 -0.043
C -0.28788 1.69439 3.56329 -0.222
C 0.50492 1.97445 4.68845 -0.684
C 1.45517 1.03953 5.12888 -0.518
C 1.59905 -0.17443 4.45535 -0.809
C 0.82311 -0.45265 3.32546 -0.428
H -0.71282 2.40576 -0.07868 0.251
H -2.24158 4.19114 -0.87776 0.547
H -4.63873 4.18126 -0.18542 0.389
H -5.48822 2.38617 1.31284 0.398
H -3.97347 0.56830 2.06488 0.364
H -2.33379 -0.61561 4.04200 0.438
H -3.46189 -2.67105 4.86508 0.399
H -3.85622 -4.58844 3.32837 0.380
H -3.12507 -4.45230 0.95921 0.421
H -1.94498 -2.40779 0.13481 0.404
H -1.04868 2.40686 3.23961 0.382
H 0.36242 2.90435 5.22593 0.427
H 2.06200 1.25319 6.01263 0.382
H 2.29944 -0.92947 4.81758 0.451
H 0.90853 -1.41366 2.81808 0.705

Which structure is most stable? #ii, by 31.6 kcal/mol over the runner-up.

#i
15
Properties=species:S:1:pos:R:3:nbo_charge:R:1 method="wB97M-V/def2-TZVPD" smiles="CC1=PC1(C)C" lumo_ev=0.72 multiplicity=1 homo_energy_ev=-7.79
C -1.28750 1.55520 1.00260 -0.692
C -1.20314 0.73164 -0.15677 -0.343
P -1.49009 -0.07828 -1.54956 0.633
C 0.07676 -0.53430 -0.60558 -0.254
C 0.16073 -1.71578 0.24626 -0.653
C 1.42743 0.12934 -1.00823 -0.640
H -1.20520 1.02019 1.86055 0.236
H -2.26793 2.20757 0.98086 0.217
H -0.43866 2.20910 1.16669 0.239
H -0.72044 -2.03762 0.53770 0.212
H 0.86890 -1.75635 1.03901 0.206
H 0.61918 -2.54931 -0.27355 0.209
H 2.22975 -0.32103 -0.30737 0.203
H 1.47104 1.22274 -0.88711 0.215
H 1.75916 -0.08312 -2.04551 0.211

#ii
15
Properties=species:S:1:pos:R:3:nbo_charge:R:1 method="wB97M-V/def2-TZVPD" lumo_ev="-0.63 / -0.73" multiplicity=1 homo_energy_ev="-7.77 / -8.56"
C 0.66534 -0.16665 -0.58569 -0.337
C 1.75416 0.58456 -0.86941 -0.372
C -0.69977 0.13879 -0.43049 -0.207
C -1.64678 0.84467 -1.33136 -0.695
C 0.22226 -1.67266 1.79504 -0.963
P -0.34648 -1.55945 0.06462 0.762
H 2.82785 0.14773 -0.66551 0.201
H 1.64828 1.56584 -1.18990 0.194
H -0.15181 1.29818 1.52969 -0.048
H -2.73622 0.56444 -1.23663 0.237
H -1.29860 0.91580 -2.43964 0.233
H -1.43248 1.91760 -0.97810 0.249
H 0.34289 -0.56877 1.99735 0.249
H 1.32473 -1.88292 1.87034 0.259
H -0.47337 -2.12716 2.46971 0.240

Which structure is most stable? #i, by 74.0 kcal/mol over the runner-up.